Record 1
ORCA calculation (ωB97M-V/def2-TZVPD) on a cluster of 5 separate species, C6H20O5 in total in a non-equilibrium geometry.

## Properties
Strongest force on any atom in eV/Å: 3.10
E_tot in Eh: -616.7378
ΔE to the lowest compared entry with this formula, charge and spin in kcal/mol: 45.3
Kohn-Sham gap in eV: 10.3
E_HOMO in eV: -10.04
Structure (SMILES): CC[C@H](C)CC=O.O.O.O.O
Total charge: 0

Geometry (Å):
C: 2.408 1.885 -1.740
C: 2.688 1.073 -0.497
C: 1.783 -0.100 -0.140
C: 1.739 -0.486 1.354
C: 1.980 -1.269 -1.166
C: 0.696 -2.108 -1.266
O: 0.653 -3.275 -1.545
H: 2.894 2.855 -1.506
H: 2.379 1.256 -2.623
H: 1.399 2.386 -1.772
H: 3.712 0.672 -0.580
H: 2.825 1.715 0.394
H: 0.757 0.276 -0.322
H: 0.822 -0.736 1.879
H: 2.279 -1.436 1.434
H: 2.332 0.211 1.915
H: 2.228 -0.826 -2.137
H: 2.794 -1.844 -0.748
H: -0.185 -1.554 -0.940
O: -2.949 -2.622 -0.115
H: -2.637 -3.355 0.448
H: -2.815 -2.858 -1.052
O: -4.287 1.221 2.092
H: -4.476 0.683 1.311
H: -3.342 1.073 2.284
O: -3.145 0.038 -0.049
H: -3.282 -0.853 0.357
H: -2.689 -0.210 -0.855
O: -2.100 2.314 1.911
H: -1.668 3.111 2.243
H: -2.793 2.763 1.428

These are the natural (NBO) partial charges, in e, on atoms 1 to 5:
1 C -0.647
2 C -0.393
3 C -0.213
4 C -0.620
5 C -0.515

Record 2
ORCA calculation (ωB97M-V/def2-TZVPD) on a structure of composition C6H21CdN4 in a non-equilibrium geometry.

## Properties
Strongest force on any atom in eV/Å: 1.80
E_tot in Eh: -627.7419
ΔE to the lowest compared entry with this formula, charge and spin in kcal/mol: 0.0
Kohn-Sham gap (alpha / beta) in eV: 2.3 / 2.3
E_HOMO (alpha / beta) in eV: 0.51 / 0.57
Total charge: -1

Geometry (Å):
C: -2.649 -1.420 0.629
Cd: -1.642 -1.119 -1.275
N: -0.689 -1.210 -3.553
H: -2.794 -2.967 -2.091
H: -1.017 -0.430 -4.137
H: -2.294 -3.309 -1.638
H: -3.408 -2.214 0.544
H: -3.140 -0.488 0.958
H: -1.937 -1.705 1.421
H: 0.330 -1.132 -3.523
H: -0.901 -2.060 -4.081
C: 1.486 -1.217 2.183
N: 1.452 0.128 1.600
C: 2.105 1.170 2.380
C: 0.749 0.318 0.431
N: 0.368 -0.770 -0.238
N: 0.429 1.539 -0.106
C: 0.938 2.857 0.240
C: -0.498 1.564 -1.226
H: 2.017 -1.141 3.137
H: 2.022 -1.934 1.546
H: 0.478 -1.626 2.360
H: 2.942 1.633 1.830
H: 1.400 1.952 2.713
H: 2.541 0.696 3.272
H: 0.736 -1.594 0.226
H: 1.373 3.336 -0.655
H: 0.134 3.510 0.623
H: 1.729 2.819 0.988
H: -0.137 0.985 -2.090
H: -1.512 1.225 -0.919
H: -0.608 2.605 -1.549

These are the natural (NBO) partial charges, in e, on atoms 1 to 5:
1 C -1.379
2 Cd 0.847
3 N -1.437
4 H 0.026
5 H 0.327

Record 3
ORCA calculation (ωB97M-V/def2-TZVPD) on a cluster of 6 separate species, C6H21NO6 in total in a non-equilibrium geometry.

## Properties
Strongest force on any atom in eV/Å: 2.80
E_tot in Eh: -747.3533
ΔE to the lowest compared entry with this formula, charge and spin in kcal/mol: 56.1
Kohn-Sham gap in eV: 9.7
E_HOMO in eV: -9.51
Structure (SMILES): C=CCC[C@@H](N)C=O.O.O.O.O.O
Total charge: 0

Geometry (Å):
C: -2.528 -2.297 -0.277
C: -2.416 -1.263 0.547
C: -2.529 0.172 0.054
C: -1.149 0.819 -0.174
C: -0.243 0.933 1.100
N: 0.326 -0.303 1.567
C: 0.860 1.943 0.907
O: 1.357 2.283 -0.134
H: -2.501 -2.181 -1.354
H: -2.418 -3.308 0.101
H: -2.548 -1.370 1.619
H: -3.024 0.718 0.861
H: -3.059 0.254 -0.888
H: -0.575 0.199 -0.870
H: -1.283 1.829 -0.552
H: -0.990 1.369 1.766
H: -0.310 -1.006 1.870
H: 0.924 -0.667 0.834
H: 1.214 2.398 1.854
O: -1.839 0.879 3.941
H: -1.256 0.126 3.833
H: -2.648 0.770 3.440
O: 4.323 -1.830 0.465
H: 3.660 -1.751 1.159
H: 4.410 -0.956 0.067
O: 1.482 0.849 -2.642
H: 1.704 1.533 -1.992
H: 1.695 0.040 -2.157
O: -1.078 -0.029 -3.577
H: -0.829 -0.223 -2.667
H: -0.281 0.453 -3.840
O: 1.979 -1.566 -1.016
H: 2.514 -2.193 -0.517
H: 1.442 -2.037 -1.664

These are the natural (NBO) partial charges, in e, on atoms 1 to 5:
1 C -0.390
2 C -0.192
3 C -0.446
4 C -0.385
5 C -0.180

Record 4
ORCA calculation (ωB97M-V/def2-TZVPD) on a cluster of 4 separate species, C6H22N2O3 in total in a non-equilibrium geometry.

## Properties
Strongest force on any atom in eV/Å: 3.30
E_tot in Eh: -576.9680
ΔE to the lowest compared entry with this formula, charge and spin in kcal/mol: 42.2
Kohn-Sham gap in eV: 8.8
E_HOMO in eV: -8.16
Structure (SMILES): CC(C)CCNCN.O.O.O
Total charge: 0

Geometry (Å):
C: -1.676 1.426 0.278
C: -0.158 1.229 0.281
C: 0.567 2.526 0.633
C: 0.308 0.027 1.108
C: -0.325 -1.325 0.726
N: 0.305 -2.034 -0.344
C: -0.211 -1.892 -1.692
N: 0.719 -1.069 -2.550
H: -2.094 0.699 -0.424
H: -1.930 1.235 1.332
H: -2.256 2.271 -0.079
H: 0.128 1.053 -0.787
H: 0.153 3.303 -0.018
H: 1.597 2.446 0.267
H: 0.544 2.994 1.607
H: 1.396 -0.012 1.089
H: 0.104 0.213 2.167
H: -0.390 -1.973 1.634
H: -1.377 -1.063 0.529
H: 1.327 -2.012 -0.329
H: -1.178 -1.411 -1.810
H: -0.128 -2.895 -2.155
H: 1.450 -1.561 -3.033
H: 1.086 -0.325 -1.973
O: -1.713 1.072 3.694
H: -1.550 0.773 4.594
H: -1.089 1.679 3.284
O: -1.068 1.935 -3.498
H: -0.115 1.864 -3.630
H: -1.305 2.624 -4.128
O: 3.013 -2.518 1.128
H: 2.110 -2.188 1.169
H: 3.575 -2.225 1.840

These are the natural (NBO) partial charges, in e, on atoms 1 to 5:
1 C -0.642
2 C -0.212
3 C -0.615
4 C -0.423
5 C -0.233

Record 5
ORCA calculation (ωB97M-V/def2-TZVPD) on a cluster of 5 separate species, C6H22NO5 in total in a non-equilibrium geometry.

## Properties
Strongest force on any atom in eV/Å: 2.91
E_tot in Eh: -672.6499
ΔE to the lowest compared entry with this formula, charge and spin in kcal/mol: 108.2
Kohn-Sham gap in eV: 4.8
E_HOMO in eV: -1.41
Total charge: -1

Geometry (Å):
C: 1.082 -0.282 3.407
C: 0.027 0.171 2.353
N: 0.300 -0.415 0.968
C: -0.094 -1.835 1.254
C: -1.243 1.593 0.241
C: -0.744 0.174 0.112
C: -1.072 -0.531 -1.087
O: -0.335 0.003 -2.258
H: 1.263 -1.411 3.379
H: 2.026 0.233 3.270
H: 0.637 -0.166 4.382
H: -0.911 -0.314 2.720
H: 0.070 1.252 2.368
H: -1.171 -1.962 1.383
H: 0.049 -2.476 0.379
H: 0.535 -2.250 2.020
H: -2.207 1.598 0.785
H: -0.722 2.332 0.890
H: -1.468 1.974 -0.769
H: 1.665 2.662 -1.708
H: -2.174 -0.468 -1.351
H: -0.874 -1.607 -1.209
H: 0.888 -0.922 -2.933
H: 1.338 -1.886 -1.986
O: 1.604 -1.628 -2.887
H: 1.641 1.345 -2.608
H: -0.398 0.962 -2.304
O: 1.280 2.214 -2.460
H: -2.916 -0.888 0.737
H: -2.828 0.174 1.628
O: -3.474 -0.531 1.452
H: 2.109 0.658 0.366
H: 1.949 0.072 -0.927
O: 2.313 0.893 -0.554

These are the natural (NBO) partial charges, in e, on atoms 1 to 5:
1 C -0.620
2 C -0.229
3 N -0.480
4 C -0.433
5 C -0.623

Record 6
ORCA calculation (ωB97M-V/def2-TZVPD) on a cluster of 5 separate species, C6H22O5 in total in a non-equilibrium geometry.

## Properties
Strongest force on any atom in eV/Å: 2.43
E_tot in Eh: -617.9536
ΔE to the lowest compared entry with this formula, charge and spin in kcal/mol: 28.8
Kohn-Sham gap in eV: 10.6
E_HOMO in eV: -10.12
Structure (SMILES): CC(C)O.CC(C)O.O.O.O
Total charge: 0

Geometry (Å):
C: 17.456 -10.357 6.205
C: 17.573 -9.168 7.237
C: 18.907 -8.332 7.061
O: 16.361 -8.383 7.040
H: 18.195 -11.146 6.343
H: 17.664 -10.024 5.189
H: 16.433 -10.733 6.220
H: 17.597 -9.439 8.292
H: 19.632 -8.975 6.562
H: 19.294 -7.939 8.001
H: 18.657 -7.345 6.672
H: 16.581 -7.738 6.364
C: 18.028 -4.070 7.553
C: 18.940 -4.801 8.518
C: 20.322 -4.071 8.480
O: 18.519 -4.800 9.913
H: 18.056 -3.044 7.918
H: 17.044 -4.539 7.566
H: 18.336 -4.037 6.508
H: 19.046 -5.847 8.227
H: 20.219 -3.016 8.735
H: 20.845 -4.167 7.528
H: 20.989 -4.421 9.268
H: 19.125 -5.320 10.445
O: 13.896 -9.586 7.023
H: 14.708 -9.134 6.792
H: 13.618 -10.010 6.212
O: 15.882 -6.356 5.160
H: 15.725 -5.461 5.461
H: 15.305 -6.460 4.403
O: 18.290 -13.788 7.690
H: 17.772 -14.196 6.997
H: 19.195 -14.023 7.484

These are the natural (NBO) partial charges, in e, on atoms 1 to 5:
1 C -0.639
2 C 0.102
3 C -0.650
4 O -0.757
5 H 0.215

Record 7
ORCA calculation (ωB97M-V/def2-TZVPD) on a cluster of 7 separate species, C6H22O8 in total in a non-equilibrium geometry.

## Properties
Strongest force on any atom in eV/Å: 5.92
E_tot in Eh: -843.6433
ΔE to the lowest compared entry with this formula, charge and spin in kcal/mol: 27.4
Kohn-Sham gap in eV: 10.0
E_HOMO in eV: -9.68
Structure (SMILES): C=CCCCC(=O)O.O.O.O.O.O.O
Total charge: 0

Geometry (Å):
C: 2.025 0.662 -1.016
C: 0.715 0.878 -0.920
C: -0.214 0.162 0.103
C: -1.291 1.148 0.569
C: -0.929 1.732 1.966
C: 0.466 2.219 2.013
O: 1.363 1.775 2.708
O: 0.624 3.408 1.399
H: 2.727 1.277 -1.574
H: 2.620 0.153 -0.276
H: 0.209 1.661 -1.647
H: 0.406 -0.068 1.006
H: -0.641 -0.717 -0.397
H: -2.303 0.553 0.672
H: -1.441 1.959 -0.147
H: -0.990 0.813 2.602
H: -1.697 2.334 2.277
H: 1.541 3.775 1.404
O: -0.889 -2.024 -4.304
H: -1.255 -2.618 -3.614
H: -0.627 -1.337 -3.700
O: 0.061 0.757 -3.770
H: -0.217 1.230 -4.553
H: -0.240 -0.078 -3.773
O: -0.152 -2.515 1.969
H: -0.077 -2.431 1.059
H: 0.562 -1.944 2.297
O: -3.609 -1.228 1.579
H: -2.931 -1.854 1.205
H: -4.243 -1.391 0.979
O: 1.992 -0.933 2.282
H: 1.783 -0.057 2.597
H: 2.947 -0.941 2.382
O: 0.841 -2.182 -1.089
H: 1.508 -1.582 -0.616
H: 1.358 -2.594 -1.670

These are the natural (NBO) partial charges, in e, on atoms 1 to 5:
1 C -0.472
2 C -0.139
3 C -0.508
4 C -0.387
5 C -0.528

Record 8
ORCA calculation (ωB97M-V/def2-TZVPD) on a structure of composition C6H23B2LiN in a non-equilibrium geometry.

## Properties
Strongest force on any atom in eV/Å: 4.47
E_tot in Eh: -354.1899
Kohn-Sham gap (alpha / beta) in eV: 1.7 / 8.6
2S+1: 2
E_HOMO (alpha / beta) in eV: 3.17 / -3.36
Total charge: -2

Geometry (Å):
Li: 11.852 -24.665 -11.950
B: 12.234 -25.775 -13.686
H: 12.951 -25.900 -12.890
H: 12.359 -24.782 -14.091
H: 12.359 -26.528 -14.449
H: 11.226 -25.875 -13.314
B: 13.275 -22.954 -11.444
H: 13.720 -22.430 -12.276
H: 12.198 -22.889 -11.423
H: 13.547 -23.991 -11.562
H: 13.650 -22.606 -10.494
C: 12.170 -24.985 -8.852
C: 10.889 -24.283 -9.300
N: 10.394 -24.896 -10.568
C: 9.119 -24.268 -10.944
C: 9.167 -22.976 -11.640
C: 10.206 -26.379 -10.480
C: 9.129 -26.784 -9.481
H: 12.705 -24.334 -8.161
H: 12.818 -25.265 -9.682
H: 11.840 -25.887 -8.335
H: 10.160 -24.281 -8.490
H: 11.128 -23.228 -9.437
H: 8.460 -24.233 -10.076
H: 8.692 -25.002 -11.627
H: 9.676 -22.169 -11.115
H: 8.188 -22.586 -11.920
H: 9.747 -23.084 -12.557
H: 9.990 -26.794 -11.464
H: 11.070 -26.977 -10.192
H: 9.369 -26.480 -8.462
H: 8.151 -26.385 -9.749
H: 9.085 -27.867 -9.371

These are the natural (NBO) partial charges, in e, on atoms 1 to 5:
1 Li 0.779
2 B -0.875
3 H -0.033
4 H -0.010
5 H -0.012